Entry 1:
A structure of composition C12H36Br4HfO16P4 in a non-equilibrium geometry. Source: the Open Molecules 2025 dataset; level of theory: wB97M-V/def2-TZVPD.

## Properties
**Total charge**: 0
**Relative energy (zero: lowest compared OMol25 entry of this formula, charge and spin)**: 91.3 kJ/mol
**Orbital gap**: 7.80 eV

Each line ends with the Mulliken charge.
Geometry (Å):
Hf  0.00  -0.05  0.10  -1.617
Br  2.48  -1.29  0.71  -0.743
Br  -0.15  -1.00  -2.63  -0.704
Br  0.35  2.14  1.97  -0.706
Br  -2.89  -0.09  0.52  -0.693
C  3.13  3.86  -3.35  -0.756
O  2.50  2.63  -2.97  -0.204
P  2.71  1.88  -1.61  -0.309
O  1.51  1.26  -1.05  2.107
O  3.86  0.81  -1.93  -0.181
C  5.17  1.22  -2.31  -0.781
O  3.40  2.96  -0.67  -0.300
C  3.91  2.53  0.59  -0.690
H  3.61  3.66  -4.30  0.302
H  3.83  4.25  -2.61  0.350
H  2.38  4.64  -3.53  0.230
H  5.43  2.20  -1.91  0.350
H  5.23  1.23  -3.40  0.247
H  5.88  0.50  -1.91  0.253
H  4.94  2.88  0.73  0.322
H  3.91  1.44  0.66  0.240
H  3.39  2.90  1.47  0.246
C  -1.41  -6.02  1.31  -0.830
O  -0.76  -4.75  1.25  -0.253
P  -0.92  -3.82  -0.02  -0.393
O  -0.43  -2.46  0.21  1.915
O  -0.14  -4.63  -1.16  -0.289
C  1.15  -4.20  -1.65  -0.439
O  -2.44  -3.94  -0.46  -0.322
C  -2.79  -3.59  -1.80  -0.633
H  -0.65  -6.78  1.50  0.283
H  -1.93  -6.27  0.39  0.371
H  -2.06  -6.07  2.19  0.258
H  1.07  -3.97  -2.71  0.216
H  1.77  -5.10  -1.63  0.276
H  1.52  -3.29  -1.18  0.069
H  -3.35  -4.41  -2.25  0.267
H  -1.94  -3.40  -2.46  0.245
H  -3.42  -2.70  -1.80  0.237
C  -2.56  -2.85  3.51  -0.567
O  -1.19  -2.68  3.86  -0.277
P  -0.45  -1.30  3.62  -0.281
O  -0.41  -0.84  2.22  2.106
O  -1.20  -0.29  4.57  -0.136
C  -1.50  -0.65  5.92  -0.846
O  0.96  -1.58  4.28  -0.296
C  1.94  -0.54  4.38  -0.631
H  -3.05  -3.34  4.35  0.302
H  -2.67  -3.52  2.66  -0.013
H  -3.08  -1.91  3.30  0.345
H  -0.92  -1.51  6.24  0.366
H  -2.58  -0.79  6.02  0.270
H  -1.17  0.14  6.60  0.285
H  2.42  -0.59  5.35  0.296
H  1.53  0.47  4.28  0.264
H  2.65  -0.75  3.58  0.167
C  -2.47  3.99  0.41  -0.582
O  -1.75  4.21  -0.82  -0.331
P  -1.52  2.96  -1.76  -0.241
O  -0.96  1.80  -1.05  1.513
O  -2.98  2.67  -2.39  -0.188
C  -3.69  3.70  -3.03  -0.926
O  -0.67  3.55  -2.97  -0.231
C  -0.70  2.82  -4.20  -0.646
H  -2.58  2.93  0.65  0.144
H  -3.46  4.42  0.29  0.267
H  -1.90  4.46  1.21  0.234
H  -4.58  4.06  -2.51  0.279
H  -4.05  3.31  -3.98  0.302
H  -3.10  4.60  -3.27  0.369
H  -0.75  1.74  -4.04  0.203
H  0.16  3.11  -4.80  0.235
H  -1.61  3.05  -4.77  0.304

---

Entry 2:
A cluster of 4 separate species, C12H36ClF3O13P6S in total. Source: the Open Molecules 2025 dataset; level of theory: wB97M-V/def2-TZVPD.

## Properties
**Structure (SMILES)**: OP(Cl)[PH2](CCC(F)(F)F)[PH2]=S.COP(=O)(OC)OC.COP(=O)(OC)OC.COP(=O)(OC)OC
**Total charge**: 0
**Orbital gap**: 7.88 eV

Each line ends with the Mulliken charge.
Geometry (Å):
O  -6.08  0.51  2.23  -0.448
P  -4.78  1.41  2.69  0.133
Cl  -4.49  0.65  4.61  -0.279
P  -3.32  -0.07  1.65  -0.039
C  -2.05  1.19  1.22  0.149
C  -1.76  2.30  2.23  -1.316
C  -2.22  3.70  1.80  0.946
F  -3.17  3.70  0.85  -0.270
F  -1.15  4.35  1.26  -0.268
F  -2.67  4.44  2.81  -0.289
P  -2.14  -1.84  0.65  0.175
S  -1.70  -3.19  1.99  -0.416
H  -6.80  0.61  2.87  0.335
H  -4.38  -0.35  0.75  0.136
H  -3.17  -0.84  2.84  0.139
H  -2.31  1.59  0.23  0.440
H  -1.13  0.61  1.07  -0.046
H  -0.66  2.38  2.28  0.410
H  -2.10  2.08  3.25  0.542
H  -1.03  -1.38  -0.10  -0.050
H  -2.99  -2.32  -0.36  0.073
C  2.44  -1.07  -0.32  -0.722
O  2.38  0.25  -0.90  -0.361
P  1.07  1.10  -0.64  1.022
O  0.65  1.25  0.76  -0.688
O  -0.09  0.42  -1.49  -0.148
C  0.11  0.15  -2.89  -0.853
O  1.49  2.41  -1.41  -0.211
C  0.50  3.47  -1.40  -0.231
H  3.39  -1.15  0.21  0.266
H  1.62  -1.24  0.37  0.332
H  2.41  -1.80  -1.13  0.264
H  0.07  -0.92  -3.04  0.290
H  1.06  0.54  -3.24  0.352
H  -0.70  0.63  -3.44  0.292
H  -0.15  3.36  -0.54  -0.041
H  -0.09  3.44  -2.32  0.246
H  1.02  4.42  -1.34  0.109
C  -2.37  -8.83  -1.46  -0.684
O  -2.93  -9.11  -0.17  -0.338
P  -2.49  -8.16  1.03  1.029
O  -2.63  -6.72  0.83  -0.564
O  -0.98  -8.54  1.36  -0.264
C  -0.62  -9.91  1.57  -0.732
O  -3.37  -8.83  2.16  -0.326
C  -3.29  -8.25  3.47  -0.666
H  -3.20  -8.79  -2.17  0.245
H  -1.84  -7.88  -1.48  0.340
H  -1.70  -9.64  -1.74  0.255
H  0.08  -10.21  0.79  0.271
H  -1.49  -10.57  1.55  0.352
H  -0.13  -9.99  2.54  0.268
H  -2.99  -7.20  3.42  0.336
H  -2.58  -8.82  4.07  0.249
H  -4.28  -8.32  3.92  0.232
C  4.45  4.53  -0.64  -0.708
O  4.34  5.97  -0.68  -0.360
P  3.96  6.62  -2.07  1.213
O  2.73  6.15  -2.70  -0.685
O  5.22  6.41  -3.02  -0.316
C  6.53  6.78  -2.56  -0.731
O  3.98  8.14  -1.63  -0.313
C  3.69  9.12  -2.64  -0.701
H  3.82  4.17  0.17  0.232
H  4.13  4.07  -1.57  0.363
H  5.49  4.27  -0.43  0.293
H  7.14  5.88  -2.50  0.276
H  6.49  7.27  -1.59  0.353
H  6.96  7.46  -3.30  0.273
H  3.07  8.70  -3.43  0.337
H  4.61  9.51  -3.05  0.252
H  3.14  9.93  -2.15  0.239

---

The records above yield HOMO energy values of -8.1, -7.3 eV, respectively.
The records above yield E_LUMO values of -0.3399, 0.5895 eV, respectively.
The records above yield calculated total energy values of -364437.533, -126895.357 eV, respectively.